Record 1
Below is C4H5NOS in the gas phase at a distorted geometry, with properties calculated with ωB97M-V/def2-TZVPD.

Structure (XYZ):
```
12
Properties=species:S:1:pos:R:3:lowdin_charge:R:1
O 0.761 -2.067 0.874 0.10
C 1.217 -1.743 -0.143 -0.31
C 0.832 -0.416 -0.751 -0.77
S 1.649 0.124 -2.130 0.61
N -0.238 0.178 -0.301 -0.08
C -0.917 1.437 -0.088 -0.07
C -0.927 0.397 0.964 -0.07
H 1.878 -2.415 -0.826 0.13
H -0.256 2.283 0.071 0.12
H -1.840 1.671 -0.592 0.11
H -0.204 0.506 1.675 0.08
H -1.956 0.044 1.246 0.14
```

SMILES ... O=CC(=S)N1CC1
Energy ... -18599.1643 eV
Maximum force ... 0.0747 hartree/bohr
ΔE to the lowest compared entry with this formula, charge and spin ... 63.52 kcal per mole

***

Record 2
Below is C4H5NOS in the gas phase at a distorted geometry, with properties calculated with ωB97M-V/def2-TZVPD.

Structure (XYZ):
```
12
Properties=species:S:1:pos:R:3:lowdin_charge:R:1
S -2.304 -0.012 -0.065 0.75
C -0.688 0.084 0.040 -0.75
C 0.176 1.304 0.268 -0.17
C 1.593 1.059 -0.183 -0.13
N 2.210 -0.071 -0.201 0.05
O 1.488 -1.144 0.339 -0.14
C 0.146 -1.179 -0.125 -0.23
H 0.185 1.502 1.335 0.13
H -0.235 2.240 -0.192 0.13
H 2.232 1.846 -0.642 0.12
H 0.254 -1.347 -1.192 0.13
H -0.307 -2.002 0.419 0.12
```

SMILES ... S=C1CC=NOC1
Energy ... -18599.0882 eV
Maximum force ... 0.0317 hartree/bohr
ΔE to the lowest compared entry with this formula, charge and spin ... 65.28 kcal per mole

***

Record 3
Below is C4H5NOS in the gas phase at a distorted geometry, with properties calculated with ωB97M-V/def2-TZVPD.

Structure (XYZ):
```
12
Properties=species:S:1:pos:R:3:lowdin_charge:R:1
S 1.307 -2.727 -1.105 0.59
C 0.500 -1.331 -0.598 -0.86
N -0.320 -1.170 0.488 0.04
C -0.724 0.231 0.619 -0.19
C 0.374 1.306 0.429 -0.03
C -0.328 0.736 -0.738 -0.31
O 0.408 -0.229 -1.449 -0.03
H -0.042 -1.731 1.369 0.19
H -1.677 0.337 1.081 0.13
H 1.429 0.833 0.258 0.16
H 0.107 2.321 0.921 0.14
H -1.035 1.423 -1.276 0.17
```

SMILES ... S=C1N[C@H]2C[C@H]2O1
Energy ... -18599.7758 eV
Maximum force ... 0.0730 hartree/bohr
ΔE to the lowest compared entry with this formula, charge and spin ... 49.42 kcal per mole

***

Record 4
Below is C4H5NOS in the gas phase at a distorted geometry, with properties calculated with ωB97M-V/def2-TZVPD.

Structure (XYZ):
```
12
Properties=species:S:1:pos:R:3:lowdin_charge:R:1
O 0.970 -1.355 0.991 -0.08
C 0.463 -0.770 -0.247 -0.35
C 1.037 -0.773 -1.499 -0.10
N 0.438 0.298 -2.080 -0.05
C -0.643 0.904 -1.213 -0.06
C -0.390 0.267 -0.006 -0.58
S -0.939 0.627 1.714 0.74
H 0.155 -1.393 1.542 0.03
H 1.954 -1.277 -1.866 0.14
H 0.261 0.120 -3.235 0.22
H -1.092 1.913 -1.494 0.12
H 0.124 1.598 2.039 -0.04
```

SMILES ... Oc1c[nH]cc1S
Energy ... -18599.1716 eV
Maximum force ... 0.1159 hartree/bohr
ΔE to the lowest compared entry with this formula, charge and spin ... 63.35 kcal per mole

***

Record 5
Below is C4H5NOS2 in the gas phase at a distorted geometry, with properties calculated with ωB97M-V/def2-TZVPD.

Structure (XYZ):
```
13
Properties=species:S:1:pos:R:3:lowdin_charge:R:1
C -0.374 0.565 0.005 -0.50
C -0.030 -1.009 -0.114 -0.31
C 2.136 0.009 -0.038 -1.17
C -1.636 1.276 0.143 -0.16
N 1.329 -1.087 -0.101 -0.02
O -0.773 -2.067 -0.008 0.15
S 3.805 -0.064 -0.034 0.53
S 1.094 1.476 -0.103 0.94
H -2.591 0.751 0.190 0.07
H -1.774 1.868 -0.832 0.10
H -1.471 1.921 1.011 0.08
H 1.917 -1.940 0.074 0.17
H -1.631 -1.701 -0.193 0.12
```

Energy ... -29433.1431 eV
<S²> ... 2.024
Multiplicity ... 3
Maximum force ... 0.1220 hartree/bohr
ΔE to the lowest compared entry with this formula, charge and spin ... 0.00 kcal per mole

***

Record 6
Below is C4H5NS in the gas phase at a distorted geometry, with properties calculated with ωB97M-V/def2-TZVPD.

Structure (XYZ):
```
11
Properties=species:S:1:pos:R:3:lowdin_charge:R:1
S -0.840 -1.700 -1.592 0.76
C -0.454 -0.089 -0.842 -0.75
C 0.968 0.053 -0.469 -0.13
C 0.963 0.306 0.835 -0.05
C -0.469 0.299 1.343 -0.08
N -1.213 0.089 0.327 -0.01
H -0.160 -2.230 -0.636 -0.16
H -0.931 0.595 -1.766 0.17
H 1.822 -0.092 -1.110 0.11
H 1.806 0.614 1.398 0.08
H -0.846 0.523 2.244 0.07
```

SMILES ... S[C@@H]1C=CC=N1
Energy ... -16552.4489 eV
Maximum force ... 0.1182 hartree/bohr
ΔE to the lowest compared entry with this formula, charge and spin ... 37.27 kcal per mole

***

Record 7
Below is 2 unconnected molecules or ions with the total composition C4H5NS at a distorted geometry, with properties calculated with ωB97M-V/def2-TZVPD.

Structure (XYZ):
```
11
Properties=species:S:1:pos:R:3:lowdin_charge:R:1
N -2.905 2.515 0.053 0.15
C -2.286 1.574 0.175 -0.32
C -1.201 0.652 0.464 -0.55
S -1.799 -1.088 0.554 0.68
H -0.734 0.968 1.404 0.09
H -0.432 0.763 -0.325 0.06
H -0.776 -1.668 1.251 -0.13
C 2.393 -0.401 -0.721 -0.02
C 2.618 -1.524 -0.996 -0.01
H 2.032 0.631 -0.593 0.04
H 3.090 -2.422 -1.266 0.01
```

SMILES ... N#CCS.C#C
Energy ... -16551.1200 eV
Maximum force ... 0.0732 hartree/bohr
ΔE to the lowest compared entry with this formula, charge and spin ... 67.91 kcal per mole

***

Record 8
Below is C4H5NS2 in the gas phase at a distorted geometry, with properties calculated with ωB97M-V/def2-TZVPD.

Structure (XYZ):
```
12
Properties=species:S:1:pos:R:3:lowdin_charge:R:1
S 2.657 -0.364 -0.352 0.77
C 1.117 -0.569 0.545 -0.58
C -0.075 0.424 0.573 -0.26
C -1.182 1.188 -0.161 -0.25
N -2.203 0.497 -0.483 -0.19
S -1.858 -1.329 -0.159 0.87
C -0.139 -0.878 -0.206 -0.65
H 2.074 0.189 -1.402 -0.14
H 1.209 -0.993 1.536 0.10
H -0.486 0.243 1.587 0.13
H -1.237 2.292 -0.251 0.12
H 0.123 -0.700 -1.229 0.06
```

SMILES ... S[C@H]1[C@H]2C=NS[C@H]12
Energy ... -27385.4232 eV
Maximum force ... 0.0337 hartree/bohr
ΔE to the lowest compared entry with this formula, charge and spin ... 98.99 kcal per mole

***

Record 9
Below is 2 unconnected molecules or ions with the total composition C4H5O, with properties calculated with ωB97M-V/def2-TZVPD.

Structure (XYZ):
```
10
Properties=species:S:1:pos:R:3:lowdin_charge:R:1
O -0.764 -3.618 0.047 -0.15
C -1.187 -2.470 0.030 -0.60
C -1.504 -1.256 0.035 -0.11
H -2.279 -0.521 -0.097 -0.08
C 0.987 1.015 0.595 -0.11
C 0.927 1.610 -0.600 -0.12
H 1.679 0.191 0.787 0.05
H 0.413 1.391 1.447 0.04
H 0.231 2.429 -0.793 0.03
H 1.496 1.228 -1.452 0.04
```

Energy ... -6274.5133 eV
Total charge ... -1
Maximum force ... 0.0155 hartree/bohr
ΔE to the lowest compared entry with this formula, charge and spin ... 0.00 kcal per mole

***

Record 10
Below is a molecular structure, C4H5O2Pb at a distorted geometry, with properties calculated with ωB97M-V/def2-TZVPD.

Structure (XYZ):
```
12
Properties=species:S:1:pos:R:3:lowdin_charge:R:1
H 1.824 1.076 3.234 -0.02
O 1.637 1.427 2.361 -0.65
Pb 2.730 1.048 0.664 0.85
O -2.227 -0.651 -2.424 0.06
C -1.683 -0.859 -1.368 -0.26
C -0.185 -0.787 -1.167 -0.18
C 0.220 -0.155 0.098 -0.24
C -0.018 0.613 1.052 -0.03
H -2.261 -1.106 -0.449 0.13
H 0.273 -0.342 -2.062 0.13
H 0.154 -1.836 -1.243 0.13
H -0.463 1.570 1.303 0.08
```

Energy ... -13566.8973 eV
<S²> ... 0.753
Multiplicity ... 2
Maximum force ... 0.0711 hartree/bohr
ΔE to the lowest compared entry with this formula, charge and spin ... 19.32 kcal per mole

***

Record 11
Below is a molecular structure, C4H5O2Sm at a distorted geometry, with properties calculated with ωB97M-V/def2-TZVPD.

Structure (XYZ):
```
12
Properties=species:S:1:pos:R:3:lowdin_charge:R:1
O 0.435 -2.295 1.718 -0.08
C -0.351 -1.310 1.268 -0.24
C 0.368 -0.134 1.107 -0.19
C 0.077 0.790 -0.006 -0.16
C 0.007 0.399 -1.300 -0.38
O -0.271 1.152 -2.339 -0.49
Sm -1.296 3.228 -3.389 0.93
H -1.042 -1.639 0.482 0.11
H 0.669 0.339 2.052 0.10
H -0.161 1.831 0.241 0.08
H 0.176 -0.668 -1.526 0.11
H 1.388 -1.691 1.691 0.20
```

Energy ... -26222.1732 eV
<S²> ... 15.756
Multiplicity ... 8
Maximum force ... 0.0935 hartree/bohr
ΔE to the lowest compared entry with this formula, charge and spin ... 0.00 kcal per mole

***

Record 12
Below is a molecular structure, C4H5O5Sn at a distorted geometry, with properties calculated with ωB97M-V/def2-TZVPD.

Structure (XYZ):
```
15
Properties=species:S:1:pos:R:3:lowdin_charge:R:1
O 0.595 1.337 -1.130 -0.29
Sn -1.238 2.279 -1.195 1.15
O -0.161 2.605 0.492 -0.18
C 0.783 1.874 0.101 -0.78
O 1.514 1.111 0.803 0.03
O -2.134 0.231 -0.013 -0.14
C -1.715 -0.711 0.623 -0.21
C -0.438 -1.455 0.348 -0.16
O 0.239 -1.063 -0.808 -0.07
C 1.342 -0.235 -0.675 -0.04
H -2.240 -1.043 1.543 0.13
H -0.708 -2.520 0.253 0.14
H 0.189 -1.388 1.257 0.15
H 1.914 -0.307 -1.606 0.13
H 2.058 -0.715 0.007 0.13
```

Energy ... -20292.5653 eV
<S²> ... 0.757
Multiplicity ... 2
Maximum force ... 0.0965 hartree/bohr
ΔE to the lowest compared entry with this formula, charge and spin ... 73.52 kcal per mole